Here is a cluster of 3 separate species, C14H12O4P in total in a non-equilibrium geometry from OMol25. Energies are from the ωB97M-V functional and the def2-TZVPD basis.

orbital gap = 6.834 eV
total charge = +1
2S+1 = 1
LUMO level = -4.878 eV

Geometry as XYZ:
```
31
Properties=species:S:1:pos:R:3:forces:R:3:lowdin_charge:R:1
C 3.81514 0.81345 -5.69208 -0.903 2.040 -0.202 0.103
C 2.61090 1.04834 -5.75684 -0.419 -0.224 -0.052 -0.304
P 0.79268 1.35568 -5.78952 1.956 -0.479 0.520 1.016
H 4.91944 1.05156 -5.66487 -1.735 -1.048 -0.010 0.098
H 0.09259 0.10437 -5.72880 0.430 0.845 0.094 0.032
H 0.39879 2.23239 -4.72277 0.337 -0.693 -0.716 0.023
H 0.36265 1.98985 -6.99176 0.495 -0.372 0.421 0.010
C 0.38650 -1.62688 -0.49872 0.224 -0.055 -0.075 0.056
C 1.14320 -1.06621 -1.44163 0.075 -0.016 0.035 0.032
C 0.64123 0.05604 -2.25950 -0.026 -0.091 0.219 -0.366
O 1.33793 0.56854 -3.12696 -0.223 -0.092 -0.179 -0.015
C -0.73168 0.53686 -1.99293 -0.029 -0.051 -0.012 0.015
C -1.48990 -0.02175 -1.05107 -0.113 0.247 -0.181 0.051
C -0.98747 -1.14729 -0.23071 -0.096 -0.239 0.198 -0.353
O -1.67542 -1.65626 0.62912 -0.013 0.087 -0.724 0.107
H 0.73762 -2.45079 0.11015 -0.026 0.023 0.037 0.138
H 2.15063 -1.40384 -1.65035 -0.010 0.029 -0.005 0.129
H -1.08244 1.36150 -2.60166 -0.032 0.033 0.055 0.112
H -2.49727 0.31709 -0.84288 0.011 -0.024 0.029 0.134
C 0.28666 -0.27710 5.38309 -0.028 0.128 0.185 0.021
C -0.68854 0.50105 5.85143 0.244 -0.099 0.027 0.025
C -1.96062 0.66680 5.11241 -0.279 0.208 0.149 -0.387
O -2.84910 1.37731 5.53709 0.162 -0.113 -0.094 0.112
C -2.10751 -0.06644 3.83479 0.105 -0.125 -0.185 0.030
C -1.13226 -0.84453 3.36689 -0.140 0.023 -0.013 0.018
C 0.13878 -1.00956 4.10579 0.172 -0.133 0.006 -0.382
O 1.02834 -1.72124 3.67845 -0.123 0.139 -0.035 0.096
H 1.22362 -0.40927 5.90958 0.001 -0.028 -0.027 0.123
H -0.59755 1.04348 6.78420 -0.048 0.008 -0.018 0.125
H -3.04451 0.06543 3.30782 -0.021 0.006 0.043 0.123
H -1.22241 -1.38857 2.43222 0.052 0.066 0.508 0.078
```
Positions in Å, forces in eV/Å.

Here is an isolated molecule of CH2N2O3S in a non-equilibrium geometry from OMol25. Energies are from the ωB97M-V functional and the def2-TZVPD basis.

orbital gap (alpha / beta) = 7.543 / 8.051 eV
energy above the lowest of the compared OMol25 structures with the same formula, charge and spin = 518.1 kJ/mol
2S+1 = 1
LUMO level (alpha / beta) = -2.925 / -1.976 eV

Geometry as XYZ:
```
9
Properties=species:S:1:pos:R:3:forces:R:3:lowdin_charge:R:1
C 0.47574 -1.52127 -0.59684 -2.306 0.732 2.404 -0.288
N 1.38582 -0.86360 -1.02738 1.997 0.819 -1.407 0.232
N -0.63653 -0.85460 0.08611 -0.298 1.104 2.097 -0.071
O -0.42427 2.91423 -0.47813 -0.380 0.323 -0.207 -0.325
O 0.35863 1.59166 1.47405 0.443 0.317 1.284 -0.353
O -0.86215 0.38319 -0.29692 -1.416 0.703 -1.155 -0.294
S 0.22630 1.77318 0.06771 0.572 -1.063 -0.164 0.809
H 0.16014 -2.48515 -0.40250 0.876 -2.922 -0.561 0.100
H -0.68368 -0.93765 1.17389 0.511 -0.012 -2.290 0.189
```
Positions in Å, forces in eV/Å.

Here is a structure of composition C14H23AuN4O in a non-equilibrium geometry from OMol25. Energies are from the ωB97M-V functional and the def2-TZVPD basis.

orbital gap (alpha / beta) = 8.011 / 8.084 eV
energy above the lowest of the compared OMol25 structures with the same formula, charge and spin = 317.8 kJ/mol
total charge = +2
2S+1 = 3
LUMO level (alpha / beta) = -5.656 / -6.517 eV

Geometry as XYZ:
```
43
Properties=species:S:1:pos:R:3:forces:R:3:lowdin_charge:R:1
Au 0.66291 0.18275 -0.93554 -7.838 1.020 -5.802 1.127
C -0.12017 1.70538 3.33066 0.010 0.069 0.150 0.001
C 0.12315 1.22285 1.97676 0.125 0.069 -0.096 -0.116
N 0.31743 0.84253 0.90893 -1.639 1.901 5.559 0.029
H -1.08926 1.32662 3.68627 0.296 0.147 -0.110 0.107
H -0.13433 2.80513 3.32938 0.005 -0.341 -0.015 0.111
H 0.67976 1.34969 3.99618 -0.241 0.138 -0.208 0.109
O 2.30507 -0.16455 -0.51816 10.032 -2.375 1.978 -0.417
C 0.42349 -4.14164 -1.15600 -0.346 -0.052 0.458 -0.031
C 0.79468 -2.66715 -1.44789 0.427 -0.294 -0.575 -0.133
N 0.15000 -1.71091 -0.50518 -1.135 -3.400 0.397 -0.340
C -1.32264 -1.90693 -0.60025 -0.597 0.093 -0.121 -0.132
C -1.75739 -3.35957 -0.28125 0.453 -0.362 0.154 -0.033
N -0.51441 -4.17471 0.04151 0.212 0.932 -0.235 -0.070
C 0.18922 -3.54948 1.23366 -0.265 -0.244 -0.497 -0.030
C 0.56652 -2.09335 0.87383 0.392 -0.145 0.542 -0.139
H 1.29610 -4.74114 -0.89297 -0.105 0.024 -0.079 0.145
H -0.10780 -4.60402 -1.98907 0.110 0.002 0.084 0.144
H 0.51271 -2.41381 -2.47262 -0.159 0.078 0.229 0.132
H 1.87943 -2.54494 -1.40433 -0.179 0.147 0.229 0.128
H -1.66264 -1.63429 -1.60216 0.254 -0.076 0.046 0.131
H -1.82692 -1.21414 0.07847 0.247 -0.074 0.049 0.128
H -2.24035 -3.84013 -1.13307 -0.011 0.057 0.126 0.144
H -2.40792 -3.41160 0.59294 0.016 -0.027 -0.137 0.143
H -0.77490 -5.13997 0.25545 0.025 0.111 -0.034 0.199
H 1.06753 -4.16229 1.44083 -0.111 0.063 0.043 0.146
H -0.50484 -3.59808 2.07381 0.121 -0.040 -0.051 0.143
H 1.64552 -1.95662 0.97844 -0.120 0.046 -0.316 0.128
H 0.11551 -1.41305 1.59156 -0.183 -0.053 -0.202 0.104
N 1.20275 1.97919 -1.58449 1.344 1.615 -2.462 -0.078
C 0.55217 3.11797 -0.99737 -0.947 1.569 -0.224 -0.318
C 1.18707 4.35706 -0.96997 0.200 -0.099 0.218 -0.015
C 0.50949 5.48796 -0.52402 -0.067 -0.166 0.033 -0.049
C -0.82097 5.39458 -0.13505 0.025 -0.020 0.013 -0.058
C -1.47708 4.17133 -0.20711 0.176 -0.054 -0.042 -0.062
C -0.79712 3.04393 -0.65555 0.114 0.008 0.100 -0.086
H 2.22675 2.07352 -1.55773 -0.151 -0.172 0.792 0.123
H 1.10096 2.01883 -2.60633 -0.542 0.087 0.209 0.131
H 2.21977 4.45448 -1.28992 -0.022 -0.061 0.009 0.123
H 1.01847 6.44399 -0.48888 -0.006 -0.103 -0.034 0.120
H -1.34942 6.27502 0.21215 0.047 -0.070 -0.042 0.118
H -2.51976 4.09426 0.07947 0.073 -0.001 -0.075 0.114
H -1.31858 2.09533 -0.72541 -0.040 0.049 -0.059 0.078
```
Positions in Å, forces in eV/Å.

Here is an isolated molecule of C15H19N5 in a non-equilibrium geometry from OMol25. Energies are from the ωB97M-V functional and the def2-TZVPD basis.

SMILES = C1=C(CCNc2nnnn2-c2ccccc2)CCCC1
orbital gap = 9.341 eV
energy above the lowest of the compared OMol25 structures with the same formula, charge and spin = 90.4 kJ/mol
2S+1 = 1
LUMO level = 0.669 eV

Geometry as XYZ:
```
39
Properties=species:S:1:pos:R:3:forces:R:3:lowdin_charge:R:1
C 0.72163 -1.40552 -0.19712 0.075 -0.071 -0.091 -0.067
C -0.22163 -1.80346 0.64750 -0.129 -0.115 0.058 -0.257
C 0.09434 -2.18169 2.06774 0.249 -0.144 0.025 -0.161
C 1.57753 -2.49010 2.24812 -0.070 0.207 0.135 -0.191
C 2.40897 -1.35927 1.65586 0.070 -0.159 -0.097 -0.197
C 2.17278 -1.28339 0.15020 0.093 0.060 0.166 -0.186
H 2.56356 -0.34089 -0.24283 0.045 -0.025 -0.047 0.095
H 2.71795 -2.08881 -0.35557 0.072 0.059 -0.031 0.115
H 3.47000 -1.51687 1.85700 0.014 0.053 0.021 0.109
H 2.11827 -0.41749 2.12489 0.040 0.025 0.011 0.090
H 1.80254 -2.61164 3.30876 0.023 -0.078 0.001 0.110
H 1.82080 -3.42548 1.73803 0.022 -0.079 0.027 0.117
H -0.50700 -3.04815 2.35725 -0.052 0.022 -0.004 0.115
H -0.18468 -1.35200 2.72721 -0.090 -0.068 0.032 0.102
C -1.67353 -1.87652 0.23389 -0.016 0.345 -0.232 -0.131
H -2.26504 -2.29922 1.04914 -0.043 -0.059 -0.031 0.110
H -1.78315 -2.52916 -0.63566 -0.082 -0.083 0.042 0.120
C -2.24636 -0.49943 -0.13528 -0.019 -0.495 -0.126 -0.187
N -2.13008 0.46454 0.94768 -0.350 0.028 0.227 0.068
C -0.92260 1.02901 1.22787 0.674 0.559 -0.158 -0.375
N -0.37912 1.10362 2.42730 -1.008 -0.526 -0.082 0.068
N 0.76261 1.76574 2.28021 0.569 0.286 0.530 -0.042
N 0.96027 2.10195 1.08391 0.828 0.573 -0.837 0.054
N -0.09682 1.67932 0.35278 -0.851 -0.641 1.363 0.009
C -0.22034 1.98861 -1.00608 0.041 0.280 -0.721 -0.215
C -1.46134 2.30244 -1.54934 0.127 0.019 0.141 -0.029
C -1.55150 2.61668 -2.89318 0.004 -0.025 -0.037 -0.073
C -0.41618 2.63024 -3.68692 -0.010 0.028 -0.082 -0.085
C 0.82050 2.34190 -3.13278 -0.029 0.023 -0.029 -0.072
C 0.92506 2.02285 -1.79193 -0.067 -0.091 0.139 -0.019
H 1.87966 1.80893 -1.33796 0.082 -0.035 0.030 0.103
H 1.70787 2.36451 -3.74693 0.077 0.003 -0.043 0.106
H -0.49476 2.87499 -4.73527 -0.004 0.023 -0.089 0.103
H -2.51337 2.85923 -3.31912 -0.078 0.020 -0.031 0.106
H -2.33859 2.30878 -0.92039 -0.064 -0.017 0.066 0.117
H -2.54458 0.11921 1.80676 0.044 0.135 -0.041 0.139
H -1.72893 -0.10637 -1.01092 -0.132 -0.083 0.047 0.097
H -3.30985 -0.59099 -0.37402 0.107 0.042 -0.112 0.121
H 0.46511 -1.15610 -1.22081 -0.159 0.002 -0.139 0.114
```
Positions in Å, forces in eV/Å.

Here is a cluster of 6 separate species, C36H59BO13 in total from OMol25. Energies are from the ωB97M-V functional and the def2-TZVPD basis.

SMILES = CCB(O)[C@@H]1C(=O)OC[C@@H]1CC[C@@H](C)CCC=C(C)C.O=C1CCCO1.O=C1CCCO1.O=C1CCCO1.O=C1CCCO1.O=C1CCCO1
orbital gap = 8.788 eV
2S+1 = 1
LUMO level = 0.516 eV

Geometry as XYZ:
```
109
Properties=species:S:1:pos:R:3:forces:R:3:lowdin_charge:R:1
C 7.42950 1.84012 -1.99649 0.018 -0.025 0.020 -0.092
C 6.80089 2.88542 -1.05167 0.042 0.273 0.043 -0.130
B 5.38447 3.36601 -1.54934 -0.124 0.130 -0.001 -0.449
O 5.28578 4.42614 -2.40155 0.066 -0.110 0.031 0.150
C 4.00107 2.66913 -1.11004 0.246 0.085 -0.383 -0.057
C 4.32794 1.25016 -0.75607 -0.040 0.007 -0.279 -0.490
O 4.51206 0.71681 0.29163 0.264 -0.103 0.488 0.146
O 4.40222 0.54180 -1.92826 -0.165 0.015 -0.195 0.018
C 3.81710 1.32042 -2.99592 -0.350 -0.138 -0.095 -0.102
C 3.00562 2.37958 -2.25660 0.059 -0.133 0.283 -0.254
C 2.41083 3.54066 -3.03259 0.265 -0.028 0.000 -0.144
C 1.37084 4.32304 -2.22947 -0.068 0.066 -0.272 -0.171
C 0.06873 3.54046 -1.94049 0.248 0.310 0.280 -0.351
C 0.11014 2.87180 -0.54711 0.297 -0.114 -0.096 -0.046
C -1.13756 4.48455 -2.14953 -0.209 -0.159 -0.322 -0.187
C -2.45781 4.07515 -1.49243 0.307 -0.039 0.260 -0.211
C -2.86782 2.66670 -1.83346 0.155 0.175 -0.093 -0.092
C -3.79784 1.94731 -1.21780 -0.049 -0.213 0.077 -0.345
C -4.48222 2.35508 0.05790 -0.067 -0.115 -0.221 -0.038
C -4.21986 0.59780 -1.75256 0.059 0.293 0.234 -0.063
H 7.02283 0.84287 -1.82713 -0.049 0.056 -0.048 0.072
H 7.25893 2.10151 -3.04538 0.026 -0.041 0.020 0.074
H 8.50985 1.78724 -1.85069 -0.040 -0.025 0.022 0.070
H 6.75924 2.49834 -0.03063 0.030 -0.067 -0.045 0.108
H 7.45459 3.76627 -1.02861 -0.015 -0.030 0.061 0.096
H 6.12554 4.90240 -2.46329 -0.141 0.053 0.097 0.078
H 3.61856 3.25544 -0.27187 -0.155 -0.260 0.097 0.158
H 4.59280 1.71628 -3.65960 0.080 0.091 0.176 0.134
H 3.17432 0.65445 -3.57343 0.110 -0.039 -0.028 0.134
H 2.19650 1.78682 -1.80602 -0.168 0.255 -0.060 0.141
H 1.94051 3.15573 -3.94568 -0.030 0.009 0.034 0.125
H 3.20985 4.21603 -3.33874 -0.017 -0.053 -0.058 0.105
H 1.13083 5.22614 -2.80015 -0.014 -0.052 -0.015 0.108
H 1.81121 4.67375 -1.29027 -0.024 0.019 -0.031 0.117
H 0.02876 2.75708 -2.70346 -0.211 -0.055 0.090 0.123
H 0.04432 1.78509 -0.62645 -0.165 0.019 0.056 0.071
H -0.68181 3.21219 0.11649 -0.028 -0.048 -0.013 0.070
H 1.05865 3.07705 -0.04375 -0.063 0.033 0.001 0.069
H -0.87454 5.50440 -1.85107 0.000 -0.083 0.168 0.111
H -1.31642 4.53548 -3.23127 0.096 0.094 0.022 0.116
H -3.23551 4.78560 -1.79275 0.026 -0.037 -0.056 0.117
H -2.36660 4.19143 -0.40800 -0.088 -0.003 -0.044 0.092
H -2.34753 2.20755 -2.67318 -0.150 0.083 -0.127 0.113
H -4.05662 3.24798 0.51385 -0.034 -0.034 -0.027 0.073
H -5.55423 2.51672 -0.09423 0.018 0.027 -0.037 0.088
H -4.38491 1.51623 0.75087 -0.073 0.263 0.142 0.053
H -3.39958 0.07653 -2.24761 -0.053 0.017 -0.063 0.082
H -4.59029 -0.02517 -0.93866 0.019 -0.116 -0.104 0.061
H -5.03749 0.72035 -2.46757 -0.008 -0.103 0.033 0.086
O -3.54997 0.24170 2.41933 -0.003 -0.113 0.106 0.097
C -3.06536 -0.65336 1.78337 0.072 0.129 -0.042 -0.491
O -3.53161 -1.91582 1.84801 -0.070 -0.060 0.050 0.028
C -2.72285 -2.79487 1.03565 0.192 -0.112 -0.070 -0.152
C -2.04161 -1.88298 0.02350 0.092 0.220 -0.018 -0.144
C -1.90102 -0.58357 0.81514 -0.059 -0.199 -0.105 -0.063
H -2.01265 -3.30087 1.69169 0.025 0.019 0.021 0.118
H -3.37316 -3.53723 0.58342 0.032 0.059 0.079 0.107
H -1.10207 -2.28956 -0.34564 0.059 -0.017 0.101 0.120
H -2.70804 -1.72654 -0.82394 0.307 0.005 0.221 0.070
H -0.97983 -0.54320 1.40129 0.010 0.056 0.008 0.132
H -1.97513 0.31716 0.20884 0.042 0.078 0.070 0.102
O -4.05243 -6.92446 1.13648 -0.085 0.058 -0.046 0.114
C -3.83104 -6.65291 2.28030 0.096 -0.097 0.057 -0.484
O -2.99222 -5.64955 2.63168 -0.026 0.015 -0.030 0.010
C -2.84181 -5.59638 4.06237 -0.019 0.082 0.115 -0.146
C -4.07824 -6.29025 4.62103 -0.057 -0.051 -0.075 -0.142
C -4.37030 -7.32049 3.53175 -0.034 0.201 0.088 -0.067
H -1.93118 -6.12678 4.33067 -0.023 0.012 -0.044 0.100
H -2.76050 -4.55193 4.35794 -0.018 0.026 -0.103 0.127
H -3.90968 -6.71749 5.60756 0.054 -0.040 -0.027 0.113
H -4.90398 -5.58053 4.69186 0.009 0.012 0.018 0.117
H -3.81774 -8.25022 3.68298 -0.001 -0.013 -0.001 0.128
H -5.42588 -7.54660 3.40842 0.022 -0.107 -0.050 0.123
O -1.49513 -9.70398 5.23872 -0.051 0.022 0.057 0.129
C -0.77391 -8.93854 5.80462 0.040 -0.082 -0.110 -0.481
O -0.74535 -7.61761 5.48903 0.072 -0.001 0.105 -0.014
C 0.26843 -6.93666 6.25119 0.056 -0.008 0.054 -0.148
C 0.50608 -7.81932 7.47215 -0.042 -0.075 -0.013 -0.148
C 0.22548 -9.21248 6.91142 -0.067 0.210 0.105 -0.072
H 1.15839 -6.84183 5.62633 0.014 -0.008 0.011 0.130
H -0.09949 -5.94338 6.49719 -0.042 -0.003 -0.047 0.126
H 1.50039 -7.69556 7.89473 0.023 -0.012 -0.045 0.116
H -0.22384 -7.58105 8.24675 0.012 0.020 0.008 0.118
H 1.10989 -9.66589 6.46040 -0.003 -0.033 0.005 0.133
H -0.19767 -9.90457 7.63377 0.036 -0.091 -0.058 0.126
O 6.86660 6.54119 -1.31631 0.172 -0.029 -0.162 0.120
C 7.38087 7.38043 -2.00236 -0.115 0.111 0.131 -0.472
O 8.67589 7.72722 -1.86387 0.046 -0.002 0.001 0.036
C 8.99956 8.82541 -2.73689 -0.001 0.064 -0.060 -0.147
C 7.94811 8.77960 -3.84094 -0.054 -0.056 0.028 -0.148
C 6.74070 8.21754 -3.09330 0.211 -0.044 -0.145 -0.067
H 8.94942 9.74750 -2.15467 -0.016 0.006 -0.004 0.127
H 10.01715 8.68641 -3.09168 0.008 -0.050 0.035 0.125
H 7.77893 9.74859 -4.30452 -0.007 0.024 0.047 0.116
H 8.25897 8.08101 -4.61860 0.015 0.013 -0.009 0.118
H 6.14821 8.99738 -2.61156 -0.036 -0.015 0.005 0.135
H 6.08327 7.60339 -3.70309 -0.090 0.021 0.067 0.126
O -4.40720 -2.64361 -1.27614 -0.454 -0.136 -0.444 0.099
C -5.58069 -2.82693 -1.41264 -0.267 -0.095 0.129 -0.446
O -6.42311 -1.85508 -1.83956 0.075 -0.085 -0.003 0.021
C -7.78251 -2.32262 -1.80032 -0.102 -0.036 -0.016 -0.148
C -7.68684 -3.84412 -1.85155 0.085 0.001 0.016 -0.148
C -6.36492 -4.09352 -1.12981 -0.110 0.055 -0.218 -0.063
H -8.23849 -1.96686 -0.87404 0.004 -0.016 0.010 0.128
H -8.31261 -1.88962 -2.64494 0.046 0.043 -0.006 0.124
H -8.54557 -4.33695 -1.40124 0.009 0.029 0.045 0.115
H -7.61063 -4.17461 -2.88816 -0.017 0.002 -0.004 0.118
H -6.49016 -4.17325 -0.04832 0.042 -0.034 0.020 0.135
H -5.81587 -4.96079 -1.48533 0.057 -0.023 0.120 0.130
```
Positions in Å, forces in eV/Å.